w.
The following is a quantum chemistry calculation of a cluster of 6 separate species, C16H32FNO10S2 in total, from OMol25.

The calculation puts the HOMO-LUMO gap at 9.43 eV. For the LUMO energy, the calculation gives -0.0113 Ha.

Structure (ORCA input):
```
! RIJCOSX wB97M-V def2-TZVPD def2/J DEFGRID3
* xyz 0 1
N -1.857 -3.276 0.245
H -2.091 -4.218 -0.089
H -2.443 -2.575 -0.357
H -0.697 -3.037 0.171
H -2.087 -3.159 1.160
F -0.574 -0.564 0.097
C -0.933 4.316 1.222
C -1.792 2.898 1.585
C -0.785 1.919 2.338
O -1.018 2.247 3.649
C -2.292 2.809 3.789
O -2.937 3.065 4.806
O -2.760 3.147 2.649
H -0.433 4.836 2.139
H -1.475 5.232 0.758
H -0.250 4.163 0.587
H -2.084 2.551 0.721
H 0.234 2.127 1.973
H -0.990 0.832 2.056
C 1.915 1.651 -0.963
C 2.620 0.273 -1.065
C 1.841 -0.650 -2.059
O 2.936 -1.120 -2.890
C 4.004 -0.345 -2.708
O 5.040 -0.637 -3.223
O 3.793 0.524 -1.776
H 2.718 2.205 -0.367
H 0.946 1.663 -0.334
H 1.827 2.144 -1.806
H 2.851 -0.432 -0.428
H 1.008 -0.316 -2.480
H 1.461 -1.313 -1.323
C -2.756 1.358 -3.148
C -2.428 0.750 -4.454
C -3.237 -0.428 -4.707
S -3.702 -0.922 -2.970
O -3.336 -2.279 -2.659
O -5.065 -0.562 -2.905
C -2.710 0.296 -2.194
H -3.741 1.772 -3.179
H -2.289 2.160 -2.750
H -1.370 0.449 -4.656
H -2.684 1.442 -5.368
H -2.310 -1.363 -4.938
H -4.097 -0.647 -5.321
H -1.750 -0.146 -2.056
H -2.882 0.785 -1.214
C 3.399 -0.936 2.666
C 3.604 -2.065 3.687
C 2.725 -3.252 3.407
S 1.311 -2.620 2.544
O 0.212 -2.822 3.403
O 1.319 -3.241 1.270
C 1.827 -1.001 2.469
H 3.899 -1.055 1.836
H 3.719 0.167 3.069
H 3.436 -1.770 4.602
H 4.652 -2.265 3.519
H 2.517 -3.688 4.502
H 3.235 -4.023 2.867
H 1.247 -0.431 3.147
H 1.563 -0.624 1.452
*
```

***

x.
The following is a quantum chemistry calculation of a cluster of 6 separate species, C16H32FNO10S2 in total, from OMol25.

The calculation puts the HOMO-LUMO gap at 9.24 eV. For the LUMO energy, the calculation gives -0.0251 Ha.

Structure (ORCA input):
```
! RIJCOSX wB97M-V def2-TZVPD def2/J DEFGRID3
* xyz 0 1
N 13.817 20.520 2.217
H 13.930 21.001 2.912
H 12.909 20.547 1.926
H 14.142 19.692 2.146
H 14.426 20.948 1.648
F 13.342 23.204 2.096
C 9.055 24.198 3.066
C 9.276 24.086 1.568
C 10.272 22.992 0.957
O 9.502 22.407 -0.117
C 8.294 22.885 -0.112
O 7.472 22.451 -0.733
O 8.176 23.889 0.722
H 8.528 23.402 3.510
H 8.580 25.147 3.383
H 10.049 24.348 3.665
H 9.670 24.985 1.172
H 10.521 22.072 1.610
H 11.289 23.366 0.651
C 15.527 23.436 5.705
C 15.956 23.232 4.278
C 16.231 24.574 3.541
O 17.660 24.654 3.292
C 18.202 23.542 3.718
O 19.326 23.210 3.800
O 17.228 22.758 4.408
H 15.331 22.552 6.257
H 14.513 23.909 5.724
H 16.094 24.087 6.136
H 15.260 22.945 3.635
H 16.094 25.413 4.061
H 15.779 24.655 2.517
C 12.014 22.918 7.320
C 11.148 23.298 6.054
C 11.086 22.045 5.092
S 11.765 20.717 5.958
O 13.097 20.501 5.546
O 10.878 19.549 6.197
C 11.884 21.418 7.548
H 11.734 23.517 8.286
H 13.041 23.342 7.291
H 11.350 24.325 5.748
H 10.092 23.524 6.358
H 11.671 21.990 4.184
H 10.181 21.826 4.810
H 12.518 20.754 8.190
H 10.761 21.206 7.950
C 11.442 26.804 4.109
C 11.120 28.092 3.214
C 12.551 28.354 2.654
S 13.386 26.851 2.351
O 14.819 27.107 2.668
O 12.847 26.516 1.045
C 12.583 25.982 3.593
H 10.672 26.287 4.224
H 11.379 27.200 5.130
H 10.640 29.019 3.612
H 10.335 27.725 2.412
H 13.342 28.596 3.502
H 12.706 29.194 1.851
H 13.160 25.747 4.479
H 12.340 24.907 2.961
*
```

***

y.
The following is a quantum chemistry calculation of a cluster of 6 separate species, C16H32FNO10S2 in total, from OMol25.

The calculation puts the HOMO-LUMO gap at 8.14 eV. For the LUMO energy, the calculation gives -0.0154 Ha.

Structure (ORCA input):
```
! RIJCOSX wB97M-V def2-TZVPD def2/J DEFGRID3
* xyz 0 1
N 18.132 -0.716 42.643
H 18.403 -0.765 43.642
H 17.220 -0.072 42.799
H 18.026 -1.652 42.317
H 18.840 -0.203 42.046
F 19.373 -2.756 44.301
C 24.388 -1.527 43.653
C 23.284 -1.335 42.541
C 21.830 -1.374 42.810
O 21.391 -0.278 41.902
C 22.451 0.477 41.466
O 22.308 1.520 40.809
O 23.584 -0.135 41.829
H 24.714 -2.667 43.935
H 24.159 -0.914 44.436
H 25.396 -1.357 43.082
H 23.387 -2.141 41.858
H 21.549 -1.082 43.713
H 21.192 -2.344 42.547
C 17.015 -4.859 41.605
C 18.337 -5.470 42.073
C 18.321 -6.036 43.524
O 18.825 -7.338 43.304
C 18.905 -7.641 42.120
O 19.328 -8.683 41.676
O 18.541 -6.600 41.308
H 16.833 -4.107 42.297
H 16.169 -5.692 41.632
H 17.071 -4.697 40.540
H 19.341 -5.014 42.196
H 17.410 -6.028 43.868
H 18.958 -5.200 44.021
C 19.441 -1.505 36.970
C 18.901 -3.011 36.878
C 19.003 -3.527 38.344
S 20.131 -2.656 39.239
O 21.169 -3.613 39.605
O 19.470 -1.873 40.315
C 20.621 -1.594 38.000
H 18.688 -0.739 37.390
H 19.690 -1.083 35.978
H 19.520 -3.633 36.287
H 17.849 -2.876 36.451
H 19.539 -4.419 38.542
H 18.034 -3.538 38.673
H 21.403 -2.212 37.702
H 20.920 -0.616 38.373
C 13.980 1.331 40.210
C 13.361 -0.031 40.741
C 13.873 -1.016 39.699
S 15.615 -0.511 39.447
O 15.996 -0.592 38.087
O 16.427 -1.104 40.478
C 15.430 1.108 39.893
H 13.859 1.969 40.831
H 13.556 1.659 39.179
H 12.230 -0.095 40.936
H 13.743 -0.482 41.693
H 13.496 -1.081 38.713
H 13.816 -2.004 39.992
H 15.873 1.706 39.236
H 16.105 1.102 40.777
*
```

***

Need the numbers? Relative energies in hartree: w 0.0391; x 0.0820; y 0.0000.

***

w.
The following is a quantum chemistry calculation of a cluster of 2 separate species, C3H9NO2S in total, from OMol25.

The calculation puts the HOMO-LUMO gap at 5.54 eV. For the LUMO energy, the calculation gives 0.2284 Ha.

Structure (ORCA input):
```
! RIJCOSX wB97M-V def2-TZVPD def2/J DEFGRID3
* xyz -2 1
C -0.930 0.248 -0.125
O -1.502 -0.866 -0.722
C 0.494 0.005 0.390
C 1.133 1.276 0.958
S 0.631 1.790 2.658
N 0.547 -1.087 1.350
H -0.899 1.120 -0.815
H -1.546 0.556 0.740
H 1.102 -0.316 -0.467
H 0.805 2.070 0.276
H 2.223 1.219 0.916
H -0.114 -0.873 2.088
H 0.236 -1.932 0.873
H -1.061 -1.314 -1.957
H -0.506 -0.479 -3.189
O -0.613 -1.418 -2.973
*
```

***

x.
The following is a quantum chemistry calculation of a structure of composition C3H9NO2S, from OMol25.

The calculation puts the HOMO-LUMO gap at 5.83 eV. For the LUMO energy, the calculation gives 0.2221 Ha.

Structure (ORCA input):
```
! RIJCOSX wB97M-V def2-TZVPD def2/J DEFGRID3
* xyz -2 1
C 0.738 0.713 0.059
O 1.616 -0.384 -0.366
C -0.716 0.598 -0.520
C -1.069 -0.791 -0.886
S -2.820 -0.886 -1.795
N -1.592 1.090 0.512
H 0.657 0.519 1.066
H 1.036 1.738 -0.057
H -0.723 1.424 -1.373
H -1.063 -1.477 -0.057
H -0.463 -1.027 -1.747
H -2.506 0.845 0.114
H -1.649 0.466 1.211
H 1.995 -0.655 0.755
H 3.698 -1.039 1.303
O 2.860 -1.134 1.781
*
```

***

Need the numbers? Relative energies in hartree: w 0.0000; x 0.0503.

***

w.
The following is a quantum chemistry calculation of the molecule C5H8N2S, from OMol25.

The calculation puts the HOMO-LUMO gap at 8.64 eV. The SMILES is C=C1CSN=CN1C. For the LUMO energy, the calculation gives 0.0284 Ha.

Structure (ORCA input):
```
! RIJCOSX wB97M-V def2-TZVPD def2/J DEFGRID3
* xyz 0 1
C -0.441 -0.169 -1.884
C -0.457 -0.388 -0.569
C -1.572 -1.105 0.268
S -2.175 -0.193 1.634
N -0.813 0.428 2.332
C 0.265 0.524 1.663
N 0.374 0.451 0.281
C 1.741 0.639 -0.195
H -0.765 -0.977 -2.793
H 0.377 0.433 -2.209
H -1.272 -1.967 0.716
H -2.572 -1.031 -0.342
H 1.166 1.044 1.958
H 1.887 -0.268 -0.795
H 2.495 0.783 0.606
H 1.761 1.797 -0.669
*
```

***

x.
The following is a quantum chemistry calculation of the molecule C5H8N2S, from OMol25.

The calculation puts the HOMO-LUMO gap at 9.69 eV. The SMILES is C#C[C@@H](N)/C(C)=N/S. For the LUMO energy, the calculation gives 0.0304 Ha.

Structure (ORCA input):
```
! RIJCOSX wB97M-V def2-TZVPD def2/J DEFGRID3
* xyz 0 1
C -2.710 -1.166 -0.796
C -1.764 -0.436 -0.637
C -0.746 0.622 -0.515
N -1.125 1.772 0.319
C 0.590 -0.022 -0.190
C 0.711 -1.059 0.986
N 1.632 0.501 -0.722
S 3.180 -0.221 -0.438
H -3.548 -1.807 -0.818
H -0.653 0.970 -1.541
H -0.401 2.503 0.351
H -1.205 1.446 1.292
H 1.006 -2.018 0.563
H 1.404 -0.689 1.734
H -0.283 -1.150 1.448
H 3.913 0.754 -1.036
*
```

***

Need the numbers? Relative energies in hartree: w 0.0188; x 0.0000.

***

w.
The following is a quantum chemistry calculation of a cluster of 2 separate species, C2H6O2S2 in total, from OMol25.

The calculation puts the HOMO-LUMO gap at 9.83 eV. The SMILES is O=CO.CSS. For the LUMO energy, the calculation gives 0.0165 Ha.

Structure (ORCA input):
```
! RIJCOSX wB97M-V def2-TZVPD def2/J DEFGRID3
* xyz 0 1
O -0.131 4.338 1.171
C 0.433 4.127 0.144
O 0.994 2.923 -0.196
H 0.593 4.853 -0.663
H 0.337 2.230 0.001
C -0.616 -3.548 0.087
S 0.103 -2.149 0.980
S -0.245 -0.567 -0.241
H -0.764 -4.316 0.837
H 0.069 -3.880 -0.682
H -1.576 -3.325 -0.363
H 0.804 -0.685 -1.075
*
```

***

x.
The following is a quantum chemistry calculation of a cluster of 2 separate species, C2H6O2S2 in total, from OMol25.

The calculation puts the HOMO-LUMO gap at 9.28 eV. The SMILES is O=CO.CSS. For the LUMO energy, the calculation gives 0.0020 Ha.

Structure (ORCA input):
```
! RIJCOSX wB97M-V def2-TZVPD def2/J DEFGRID3
* xyz 0 1
O 1.520 -1.229 -0.306
C 1.199 -0.715 -1.388
O 1.345 0.618 -1.737
H 0.681 -1.083 -2.159
H 1.841 0.979 -0.980
C -0.810 -0.056 1.917
S -0.604 1.340 0.753
S -1.801 0.859 -1.023
H -1.617 -0.738 1.599
H -1.049 0.384 2.847
H 0.218 -0.485 2.172
H -0.923 0.128 -1.696
*
```

***

Need the numbers? Relative energies in hartree: w 0.0000; x 0.0234.